Version w
Below is C10H10O2 as an isolated structure, with properties calculated with the ωB97M-V functional and the def2-TZVPD basis.

XYZ file:
```
22
C10H10O2 the ωB97M-V functional and the def2-TZVPD basis
C 1.8230 0.3143 -0.2140
C 2.4657 -0.9591 -0.5030
C 1.6702 -2.0302 -0.9187
C 0.3468 -1.9628 -0.8200
C -0.2509 -0.7566 -0.4597
C -1.7312 -0.8359 -0.1926
C -2.4554 0.4674 0.2826
C -1.4355 1.1572 1.2637
C -0.2854 1.6632 0.2662
C 0.4197 0.4334 -0.2288
H 3.2939 1.3471 -0.5886
H 3.5559 -0.9317 -0.2549
H 2.3410 -2.9203 -0.8844
H -0.3784 -2.7351 -1.0245
H -2.8700 1.2397 -0.4415
H -3.2896 0.0975 0.7988
H -0.8513 0.0385 1.7995
H -2.0258 1.9466 2.2038
H 0.4173 2.2760 0.8431
H -0.7874 2.4775 -0.3697
O 2.4355 1.5462 -0.3099
O -2.4081 -1.8728 -0.2474
```

Summary:
highest occupied orbital energy: -8.8592 eV
multiplicity: 1
net charge: 0
HOMO-LUMO gap: 8.9 eV

***

Version x
Below is C10H10O2 in the gas phase, with properties calculated with the ωB97M-V functional and the def2-TZVPD basis.

XYZ file:
```
22
C10H10O2 the ωB97M-V functional and the def2-TZVPD basis
O -2.3043 -1.3788 -0.4280
C -2.2767 -0.6097 0.4828
O -2.8739 -0.7032 1.6378
C -1.5317 0.7633 0.6119
C -0.2542 0.5967 1.5285
C 0.6476 0.0518 0.5337
C 1.7043 -0.8033 0.5937
C 2.6278 -1.0338 -0.3857
C 2.3801 -0.5578 -1.6709
C 1.2182 0.2277 -1.8529
C 0.3099 0.4632 -0.8254
C -1.0036 1.1904 -0.7981
H -3.3719 -1.5288 1.7043
H -2.0800 1.5921 1.0926
H -0.3555 -0.0031 2.4317
H 0.1008 1.6054 1.8125
H 1.8843 -1.1253 1.6480
H 3.4205 -1.6751 -0.1785
H 3.0295 -0.7745 -2.5366
H 1.0926 0.5408 -2.9315
H -0.8303 2.3019 -0.7771
H -1.5335 0.8601 -1.6927
```

Summary:
highest occupied orbital energy: -8.5981 eV
multiplicity: 1
net charge: 0
HOMO-LUMO gap: 9.3 eV
SMILES: O=C(O)C1Cc2ccccc2C1

***

Most favorable structure: version x. The second most favorable one is 66.7 kcal/mol above it.

***

Version w
Below is a 2-piece molecular cluster, C2H9N2O overall, with properties calculated with the ωB97M-V functional and the def2-TZVPD basis.

XYZ file:
```
14
C2H9N2O the ωB97M-V functional and the def2-TZVPD basis
C -1.4551 -0.5840 1.9353
O -0.6635 0.3302 1.3251
H -1.3613 -0.5564 3.0156
H -2.5169 -0.5004 1.7078
H -1.1924 -1.6094 1.6252
N 1.1066 1.5361 -0.8689
C 0.8831 0.3452 -1.6798
N 0.3160 -0.8701 -1.0881
H 0.4496 1.5677 -0.0948
H 1.9773 1.3931 -0.3510
H 0.1838 0.6590 -2.4554
H 1.8030 0.0623 -2.1935
H 0.9727 -1.1371 -0.3416
H -0.5027 -0.6362 -0.5358
```

Summary:
highest occupied orbital energy (alpha / beta): -9.1100 / -9.0746 eV
multiplicity: 2
expectation value of S²: 0.754
net charge: 0
HOMO-LUMO gap (alpha / beta): 9.9 / 7.0 eV

***

Version x
Below is a 2-piece molecular cluster, C2H9N2O overall, with properties calculated with the ωB97M-V functional and the def2-TZVPD basis.

XYZ file:
```
14
C2H9N2O the ωB97M-V functional and the def2-TZVPD basis
C 1.1642 2.5861 1.1199
N 1.2178 1.1907 1.4617
C 0.0416 0.4580 1.5762
N 0.1213 -0.8131 2.1424
H 1.8612 3.1457 1.7291
H 0.1457 2.9311 1.2892
H 1.4764 2.7838 0.0840
H 2.0723 0.8458 1.8646
H -0.8762 0.9024 1.2542
H 1.0439 -1.2106 2.1830
H -0.5692 -1.5271 2.0560
H -2.1219 -4.0211 -6.1848
H -2.6496 -3.5823 -4.8251
O -2.9274 -3.6895 -5.7504
```

Summary:
highest occupied orbital energy (alpha / beta): -4.6838 / -8.7451 eV
multiplicity: 2
expectation value of S²: 0.753
net charge: 0
HOMO-LUMO gap (alpha / beta): 5.8 / 9.8 eV

***

Most favorable structure: version x. The second most favorable one is 12.4 kcal/mol above it.

***

Version w
Below is a 3-piece molecular cluster, C4H10NS2 overall, with properties calculated with the ωB97M-V functional and the def2-TZVPD basis.

XYZ file:
```
17
C4H10NS2 the ωB97M-V functional and the def2-TZVPD basis
C -0.2847 -0.5704 3.3771
S -1.0517 0.9663 2.8008
S 1.6884 0.8909 0.5012
H -0.2871 -1.2872 2.5226
H -0.8886 -1.0315 4.1751
H 0.7440 -0.4709 3.7467
H 0.6070 0.8656 1.3897
C -0.1734 0.8277 -1.8000
C -1.4450 1.2107 -1.5743
C 1.1533 -1.2468 -1.9724
N 0.1768 -0.4555 -2.4470
H 0.7939 1.1397 -0.6028
H -2.3274 0.6602 -1.9464
H -1.6517 2.1859 -1.1156
H 1.4141 -2.0092 -2.6666
H 1.6652 -1.0367 -1.0171
H -0.1331 -0.6387 -3.3712
```

Summary:
highest occupied orbital energy: -11.7557 eV
multiplicity: 1
net charge: +1
HOMO-LUMO gap: 3.5 eV

***

Version x
Below is an isolated ion of composition C4H10NS2 and charge +1, with properties calculated with the ωB97M-V functional and the def2-TZVPD basis.

XYZ file:
```
17
C4H10NS2 the ωB97M-V functional and the def2-TZVPD basis
C 1.2262 -1.9934 0.6802
C 0.9155 -1.2922 -0.6100
S 1.9023 -1.0003 -1.8859
C -0.2001 -0.1994 -0.4982
S -1.8834 -0.8550 0.0625
C 0.1200 1.0634 0.3377
N -0.8863 2.1478 0.0100
H 0.6312 -2.9371 0.7590
H 0.8488 -1.2614 1.4638
H 2.2625 -2.2257 0.8329
H -0.2229 0.0209 -1.5005
H -2.3522 -1.0922 -1.0714
H 1.0459 1.4053 0.0354
H 0.2369 0.9187 1.3296
H -1.0538 2.6170 -0.9262
H -0.7224 2.9064 0.7363
H -1.8683 1.7771 0.2446
```

Summary:
highest occupied orbital energy: -12.3284 eV
multiplicity: 1
net charge: +1
HOMO-LUMO gap: 8.2 eV
SMILES: CC(=S)[C@@H](S)C[NH3+]

***

Most favorable structure: version x. The second most favorable one is 148.1 kcal/mol above it.

***

Version w
Below is a 2-piece molecular cluster, C4H10NS2 overall, with properties calculated with the ωB97M-V functional and the def2-TZVPD basis.

XYZ file:
```
17
C4H10NS2 the ωB97M-V functional and the def2-TZVPD basis
C -0.9346 -1.2422 0.5334
C 0.9047 1.9143 -2.1658
C 0.2930 -1.5860 1.3720
C 0.2123 0.6519 -1.8042
N -0.0930 0.1559 -0.6237
S -2.1737 -0.3255 1.1698
S 0.6376 -0.3626 2.7224
H 1.7465 1.8397 -2.8966
H 1.1676 2.5241 -1.3167
H 0.0337 2.5437 -2.7273
H 0.0094 -2.5567 1.8799
H 1.2013 -1.7200 0.7239
H -0.1255 0.0538 -2.5990
H 0.0218 0.6804 0.2554
H -1.2543 -2.0522 -0.1289
H -1.3701 0.3780 1.9968
H -0.2767 -0.8967 3.6085
```

Summary:
highest occupied orbital energy: -13.6776 eV
multiplicity: 1
net charge: +1
HOMO-LUMO gap: 9.6 eV

***

Version x
Below is a 2-piece molecular cluster, C4H10NS2 overall, with properties calculated with the ωB97M-V functional and the def2-TZVPD basis.

XYZ file:
```
17
C4H10NS2 the ωB97M-V functional and the def2-TZVPD basis
C -0.6228 -0.6380 -0.1961
C -3.0172 -0.5417 -0.3958
C -1.6923 1.4691 -0.1018
C 4.2650 -0.6807 0.6349
N -1.6897 0.0277 -0.2256
S 1.8037 0.9298 0.1438
S 3.3827 0.2124 -0.6803
H -0.5883 -1.7129 -0.2881
H -3.6278 -0.3077 0.4771
H -2.9685 -1.6213 -0.5192
H -3.4879 -0.0977 -1.2739
H -2.0912 1.9149 -1.0135
H -0.6798 1.8266 0.0648
H -2.3270 1.7674 0.7325
H 5.0548 -0.0357 1.0135
H 4.7069 -1.5696 0.1942
H 3.5795 -0.9426 1.4333
```

Summary:
highest occupied orbital energy (alpha / beta): -12.4868 / -13.3580 eV
multiplicity: 1
net charge: +1
HOMO-LUMO gap (alpha / beta): 6.5 / 7.8 eV

***

Version y
Below is an isolated ion of composition C4H10NS2 and charge +1, with properties calculated with the ωB97M-V functional and the def2-TZVPD basis.

XYZ file:
```
17
C4H10NS2 the ωB97M-V functional and the def2-TZVPD basis
C -1.2791 -0.8724 -0.6312
C 0.0561 -0.8753 -0.0374
C -0.0953 1.4485 0.3581
C 2.0670 0.2663 0.9096
N 0.6585 0.2152 0.2950
S -2.8792 -0.5005 0.4808
S 0.9675 -2.4009 0.0155
H -1.2501 -0.2128 -1.5061
H -1.3631 -1.9529 -1.1465
H 0.1395 2.1873 -0.4961
H -1.2030 1.3530 0.4417
H 0.2103 2.0924 1.2469
H 2.3532 -0.8103 0.9579
H 2.8972 0.6644 0.1845
H 1.9473 0.9929 1.7258
H -3.5904 -1.3316 -0.2931
H -0.1468 -3.1383 -0.3031
```

Summary:
highest occupied orbital energy: -13.5809 eV
multiplicity: 1
net charge: +1
HOMO-LUMO gap: 9.0 eV

***

Most favorable structure: version y. The second most favorable one is 13.7 kcal/mol above it.

***

Version w
Below is a 2-piece molecular cluster, C4H8NO2S overall, with properties calculated with the ωB97M-V functional and the def2-TZVPD basis.

XYZ file:
```
16
C4H8NO2S the ωB97M-V functional and the def2-TZVPD basis
O -1.7411 0.2576 -0.3997
C -0.8042 0.3871 0.4391
N -0.8130 1.3307 1.3825
C -0.0289 2.9409 -1.5106
O 1.0004 3.3210 -1.9986
C 0.4194 -0.6125 0.3833
C -0.1054 -2.0615 0.5734
S 1.2431 -3.3276 0.6162
H -0.2963 1.0013 2.1631
H -0.8322 3.5376 -1.1933
H -0.1792 1.8492 -1.3738
H 0.7022 -0.5927 -0.6496
H 1.2629 -0.2954 1.0541
H -0.6649 -2.1771 1.5574
H -0.6456 -2.3164 -0.3445
H 1.4829 -3.2421 -0.6989
```

Summary:
highest occupied orbital energy: -3.6230 eV
multiplicity: 1
net charge: -1
HOMO-LUMO gap: 6.7 eV

***

Version x
Below is a 2-piece molecular cluster, C4H8NO2S overall, with properties calculated with the ωB97M-V functional and the def2-TZVPD basis.

XYZ file:
```
16
C4H8NO2S the ωB97M-V functional and the def2-TZVPD basis
C -0.0085 2.1726 -0.5120
C -1.5840 -1.1627 -0.1293
C 2.1209 -0.9580 -0.0146
C -0.1628 -0.7488 0.1455
N 0.8053 -1.3919 -0.3588
O -0.1824 1.9828 -1.7014
O 0.8647 2.2509 0.2829
S -1.9757 2.3638 0.4071
H -2.1440 -1.1823 0.8110
H -2.1220 -0.2172 -0.7501
H -1.5187 -2.1706 -0.6560
H 2.7906 -0.4265 -0.8438
H 2.2398 -0.1963 0.7974
H 2.6396 -1.8705 0.1284
H -0.0972 -0.0027 0.8865
H -1.6656 1.5573 1.5072
```

Summary:
highest occupied orbital energy: -4.3211 eV
multiplicity: 1
net charge: -1
HOMO-LUMO gap: 8.0 eV

***

Most favorable structure: version x. The second most favorable one is 18.7 kcal/mol above it.

***

Version w
Below is a 2-piece molecular cluster, C5H15NO overall, with properties calculated with the ωB97M-V functional and the def2-TZVPD basis.

XYZ file:
```
22
C5H15NO the ωB97M-V functional and the def2-TZVPD basis
C -0.7717 -1.4477 -2.1919
N -1.2516 -0.9232 -0.9164
C -0.2243 -0.1476 -0.2450
C -0.5544 0.2377 1.2160
C -0.1320 -0.8603 2.2302
C 0.0242 1.5957 1.5864
H 0.1442 -1.9984 -2.0083
H -0.5970 -0.6615 -2.9414
H -1.5136 -2.1123 -2.6189
H -2.0203 -0.2892 -1.1103
H 0.0764 0.7441 -0.7911
H 0.6543 -0.7949 -0.1442
H -1.6549 0.2068 1.2703
H -0.9657 -1.4327 2.6257
H 0.4252 -0.4017 3.0578
H 0.5623 -1.5650 1.7716
H -0.3546 2.3687 0.9203
H 1.1129 1.5047 1.5656
H -0.3000 1.8381 2.5949
O 2.3786 1.5456 -1.6264
H 3.0703 1.7893 -2.2411
H 1.8918 0.8038 -2.0036
```

Summary:
highest occupied orbital energy: -8.9394 eV
multiplicity: 1
net charge: 0
HOMO-LUMO gap: 9.7 eV
SMILES: CNCC(C)C.O

***

Version x
Below is a 2-piece molecular cluster, C5H15NO overall, with properties calculated with the ωB97M-V functional and the def2-TZVPD basis.

XYZ file:
```
22
C5H15NO the ωB97M-V functional and the def2-TZVPD basis
C 0.2852 -0.1075 -2.4899
C 1.0787 -0.5025 -1.2082
N 0.6015 0.0755 0.0580
C 0.2164 -0.8285 1.1296
C 0.9029 -0.6532 2.4834
C -1.3177 -0.6059 1.4181
H 1.0188 0.4334 -3.0842
H 0.0579 -1.0453 -3.0203
H -0.6119 0.3174 -2.0955
H 2.1306 -0.2997 -1.3712
H 1.1032 -1.6176 -1.0857
H 1.0654 0.8894 0.4386
H 0.3748 -1.8854 0.8711
H 0.7138 -1.4184 3.2404
H 0.5203 0.2923 2.9237
H 1.9579 -0.4375 2.3589
H -1.5029 -0.6815 2.4979
H -1.9615 -1.3014 0.8776
H -1.7927 0.3741 1.1728
O -1.5351 2.2725 -1.2170
H -0.6181 2.3861 -0.9436
H -1.4975 1.3140 -1.1989
```

Summary:
highest occupied orbital energy: -8.7347 eV
multiplicity: 1
net charge: 0
HOMO-LUMO gap: 9.7 eV
SMILES: CCNC(C)C.O

***

Version y
Below is a 2-piece molecular cluster, C5H15NO overall, with properties calculated with the ωB97M-V functional and the def2-TZVPD basis.

XYZ file:
```
22
C5H15NO the ωB97M-V functional and the def2-TZVPD basis
C -1.7385 0.3968 -1.5239
C -0.6881 -0.2578 -0.6187
C -0.3266 0.4147 0.7517
C -1.0006 -0.4069 1.8480
C 1.1901 0.4332 0.9455
N 1.7826 1.5240 1.7632
H -2.1192 -0.2626 -2.3249
H -2.5684 0.8048 -0.9316
H -1.4102 1.3688 -1.9330
H -1.0370 -1.2744 -0.4371
H 0.1811 -0.3329 -1.2894
H -0.5706 1.4857 0.7285
H -0.8425 0.0482 2.8386
H -2.0864 -0.4558 1.6746
H -0.5348 -1.3933 1.9115
H 1.3344 -0.4813 1.5221
H 1.8208 0.3942 0.0519
H 1.4299 1.4123 2.7023
H 1.6134 2.4223 1.3333
O 1.5921 -2.0835 -2.7074
H 2.4732 -2.3927 -2.9603
H 1.5053 -1.3640 -3.3449
```

Summary:
highest occupied orbital energy: -9.0191 eV
multiplicity: 1
net charge: 0
HOMO-LUMO gap: 9.8 eV
SMILES: CC[C@@H](C)CN.O

***

Version z
Below is a 2-piece molecular cluster, C5H15NO overall, with properties calculated with the ωB97M-V functional and the def2-TZVPD basis.

XYZ file:
```
22
C5H15NO the ωB97M-V functional and the def2-TZVPD basis
C -2.2445 1.3149 -0.6358
C -1.5684 -0.0238 -0.6349
N -0.1230 0.2087 -0.4046
C 0.2540 0.5834 0.9935
C 0.3250 -0.5928 1.9560
C 1.7534 1.1087 0.7881
H -1.9353 1.9001 0.3082
H -1.7857 1.9400 -1.3779
H -3.3375 1.1990 -0.5056
H -1.6699 -0.5007 -1.5056
H -1.9220 -0.6399 0.2405
H 0.3778 -0.6239 -0.7770
H -0.3351 1.3514 1.5114
H 1.3811 -0.9455 2.0202
H -0.1922 -1.4704 1.8466
H 0.1797 -0.1778 2.9618
H 2.1250 1.7211 1.6415
H 1.9236 1.7226 -0.0642
H 2.5318 0.2210 0.7810
O 1.1552 -2.1486 -1.9631
H 1.7153 -1.4123 -1.8374
H 1.4461 -2.8985 -1.5083
```

Summary:
highest occupied orbital energy: -8.3766 eV
multiplicity: 1
net charge: 0
HOMO-LUMO gap: 9.2 eV
SMILES: CCNC(C)C.O

***

Most favorable structure: version w. The second most favorable one is 2.5 kcal/mol above it.